Formula: C35H31I3N4O7SSiV
Source: OMol25
Level of theory: the ωB97M-V functional and the def2-TZVPD basis

```
83
Properties=species:S:1:pos:R:3:forces:R:3:lowdin_charge:R:1
V -0.24567 -0.40069 -0.08925 0.45 -0.29 -0.17 0.950
I -4.23125 -3.26800 -6.13818 -0.02 -0.01 -0.06 0.819
C -3.06193 -2.69216 -4.50784 0.05 -0.10 -0.01 -0.754
C -1.88728 -3.37638 -4.22919 0.07 0.08 0.12 -0.231
C -1.13236 -2.99176 -3.13167 -0.03 -0.11 -0.22 -0.625
I 0.65946 -3.95635 -2.69300 0.00 0.01 0.03 0.948
C -1.53812 -1.94690 -2.28699 0.20 0.20 0.41 -0.406
O -0.85214 -1.62915 -1.22347 -1.19 -2.56 -2.04 -0.279
C -2.71678 -1.25444 -2.60496 -0.24 0.27 -0.08 -0.134
C -3.20348 -0.11723 -1.72079 0.17 -0.11 0.00 -0.128
N -2.14070 0.73891 -1.17610 0.30 -0.10 -0.08 -0.053
C -1.60992 1.67774 -2.17151 0.11 -0.26 0.04 -0.117
C -0.39114 1.13995 -2.88166 -0.03 0.03 0.23 -0.238
C -0.19953 1.31826 -4.24108 0.02 0.05 -0.09 -0.015
C 0.97618 0.86796 -4.81935 -0.03 0.03 -0.08 -0.058
C 1.92807 0.26422 -4.01815 0.02 0.02 -0.03 -0.044
C 1.66371 0.11925 -2.66718 -0.18 0.01 0.07 -0.077
N 0.52024 0.54045 -2.10992 0.26 -0.33 0.03 0.100
C -3.46640 -1.63629 -3.71129 0.02 0.21 0.13 -0.122
H -1.55872 -4.19543 -4.85480 0.00 0.03 0.02 0.078
H -3.89500 0.48356 -2.31612 -0.16 0.09 -0.04 0.115
H -3.76999 -0.51112 -0.87962 0.00 -0.09 0.12 0.120
H -2.46927 1.26128 -0.37136 -0.07 0.09 -0.01 0.122
H -2.36673 1.94767 -2.91114 -0.12 0.01 -0.06 0.122
H -1.32479 2.58303 -1.64400 0.04 0.14 0.05 0.116
H -0.96721 1.80125 -4.83182 0.00 -0.02 0.00 0.112
H 1.14326 0.98727 -5.88365 -0.01 -0.01 0.04 0.107
H 2.86148 -0.10144 -4.42349 -0.01 0.01 0.01 0.107
H 2.37175 -0.34479 -1.98979 -0.05 0.01 -0.02 0.091
H -4.37678 -1.09471 -3.94879 0.05 -0.03 0.02 0.098
C -3.12784 -1.94281 6.57562 -0.23 -0.17 0.17 -0.210
Si -1.63481 -1.21635 5.69307 -0.05 0.05 -0.27 0.455
C -1.62067 0.59182 6.13867 0.07 0.32 0.11 -0.202
C -0.15450 -2.11963 6.36696 0.24 -0.13 0.12 -0.195
C -1.93896 -1.51418 3.85576 0.07 0.03 -0.22 -0.263
C -3.02632 -2.25539 3.46111 0.02 0.01 0.08 -0.106
C -3.29083 -2.47422 2.10106 0.02 0.06 0.05 -0.085
C -2.45261 -1.88366 1.19994 0.30 0.18 0.10 -0.144
N -1.36958 -1.12118 1.50828 -0.54 -0.45 1.10 -0.043
C -1.04454 -0.96536 2.85212 -0.21 0.00 -0.19 -0.719
S 0.36367 -0.16041 3.38131 -0.23 -0.23 -0.23 0.625
H -3.05108 -1.75315 7.65444 -0.01 -0.03 -0.16 0.027
H -3.19437 -3.02922 6.43593 -0.03 0.13 0.05 0.027
H -4.06402 -1.49374 6.22363 0.08 -0.06 0.07 0.029
H -1.53331 0.72003 7.22692 -0.04 -0.03 -0.16 0.027
H -2.54858 1.07548 5.81012 0.11 -0.04 0.05 0.032
H -0.77914 1.09030 5.65217 -0.14 -0.01 0.09 -0.009
H -0.13572 -2.05930 7.46365 0.00 -0.02 -0.16 0.027
H 0.76220 -1.68557 5.96738 0.00 -0.06 0.04 0.003
H -0.18736 -3.17790 6.08368 0.02 0.10 0.04 0.032
H -3.69081 -2.68528 4.20727 0.07 0.06 -0.09 0.083
H -4.12371 -3.07443 1.75748 0.04 0.03 0.02 0.093
H -2.63136 -2.03921 0.14991 0.07 0.01 -0.16 0.088
O 3.11253 -0.90877 -0.21335 -0.08 0.16 0.21 0.013
C 2.39617 -1.66418 0.44225 -0.01 -0.36 -0.10 -0.557
O 1.12491 -1.60520 0.58832 0.63 0.05 -0.20 -0.147
C 3.03838 -2.84512 1.14404 -0.11 0.20 0.10 -0.102
C 2.26416 -3.89615 1.61429 -0.04 -0.14 0.10 0.014
C 2.86152 -4.96238 2.27148 -0.30 -0.04 -0.07 0.010
C 4.22698 -4.94045 2.45643 0.22 -0.42 0.16 -0.148
C 5.01851 -3.90365 2.01161 0.17 0.23 -0.14 0.001
C 4.41146 -2.85175 1.34183 0.18 -0.06 0.02 0.005
N 4.87458 -6.07407 3.18022 -0.35 0.74 0.06 -0.357
O 4.16437 -6.97245 3.57318 -0.15 -0.30 -0.05 0.067
O 6.06713 -6.00334 3.38536 0.30 -0.07 -0.10 0.063
H 1.19330 -3.86176 1.46902 0.00 0.00 0.02 0.124
H 2.28435 -5.79561 2.64426 -0.01 0.02 0.00 0.117
H 6.08280 -3.92837 2.19160 0.00 0.02 -0.01 0.114
H 4.99160 -2.01757 0.96872 -0.02 -0.04 0.02 0.119
I 5.61139 5.36597 -0.14520 0.07 0.04 0.00 0.821
C 3.77601 4.41200 0.15010 -0.05 0.01 -0.01 -0.740
C 3.73690 3.03077 0.25027 -0.12 -0.05 0.01 -0.134
C 2.50879 2.40132 0.42556 0.29 -0.08 0.03 0.008
C 1.34606 3.15137 0.49644 -0.09 -0.14 0.02 -0.116
C 1.40206 4.53445 0.39919 0.12 0.21 0.02 -0.014
C 2.62078 5.17919 0.22796 -0.14 -0.13 0.02 -0.154
C 0.00475 2.48094 0.58202 0.29 -0.55 0.02 -0.544
O -1.02255 3.13245 0.54623 -0.52 0.32 -0.04 0.054
O 0.02887 1.18502 0.62120 0.47 3.33 1.18 -0.212
H 4.64246 2.44245 0.18324 -0.02 0.01 0.01 0.095
H 2.46742 1.32133 0.49915 0.00 0.03 -0.02 0.103
H 0.47741 5.09554 0.45784 0.04 -0.01 -0.02 0.118
H 2.66804 6.25694 0.14814 0.00 -0.02 0.01 0.086
```
Positions in Å, forces in eV/Å.

Computed properties:
- Total charge: -1
- E_HOMO (spin up / spin down): -4.40 / -4.47 eV
- Multiplicity: 3
- <S²>: 2.010
- Kohn-Sham gap (spin up / spin down): 6.055 / 6.128 eV
- Lowest unoccupied orbital energy (spin up / spin down): 1.652 / 1.655 eV
- Largest force on an atom: 0.0692 hartree/bohr

Formula: C39H86AsBF10N11O3
Source: OMol25
Level of theory: the ωB97M-V functional and the def2-TZVPD basis

```
151
Properties=species:S:1:pos:R:3:forces:R:3:lowdin_charge:R:1
As 0.46519 -1.46259 -0.23082 -0.41 -0.85 -1.02 0.854
F -0.48806 -2.92282 -0.48077 0.54 0.98 0.44 -0.277
F 1.37612 -2.17044 1.12807 -1.03 0.46 -0.41 -0.311
F 1.32985 0.02692 0.03838 0.06 -0.31 -0.32 -0.289
F -0.23330 -0.76444 -1.75772 0.57 -0.53 1.73 -0.319
F -0.84570 -0.78950 0.81391 1.17 -0.68 -0.90 -0.318
F 1.74818 -2.23733 -1.24880 -0.72 1.00 0.53 -0.337
C 1.10955 6.14501 -2.78689 0.49 0.64 0.15 -0.080
C 2.03668 6.77317 -3.84617 -0.35 -1.09 0.38 -0.162
N 2.08258 8.24580 -3.85828 0.95 2.96 -0.54 -0.040
C 1.11122 9.13848 -3.37639 0.93 0.98 -1.14 0.012
C 1.43905 10.43186 -3.82056 0.10 -2.09 0.24 0.020
N 2.62253 10.34426 -4.54781 -0.38 -2.77 0.82 -0.083
C 3.02176 9.02356 -4.51800 -1.83 0.71 0.17 0.035
C 3.34810 11.44763 -5.21464 -0.54 0.51 0.55 0.036
H 1.32127 5.08040 -2.68750 -0.07 -0.02 -0.50 0.082
H 0.04421 6.28863 -2.96723 0.11 0.09 0.08 0.078
H 1.43072 6.53705 -1.82187 -0.44 0.25 0.18 0.081
H 1.74188 6.43034 -4.83797 0.16 0.14 -0.04 0.133
H 3.00459 6.34544 -3.58483 0.31 0.56 -0.44 0.128
H 0.27025 8.77985 -2.80144 0.11 0.20 -0.12 0.125
H 0.89772 11.35728 -3.69029 0.16 -0.08 0.02 0.140
H 3.89854 8.67325 -5.04236 -0.09 -0.15 0.13 0.166
H 3.39260 11.33055 -6.29743 0.36 -0.45 0.23 0.113
H 4.29093 11.59520 -4.68797 0.10 -0.11 -0.50 0.112
H 2.75911 12.35254 -5.06522 -0.02 -0.08 0.17 0.104
C 6.96537 -4.31561 -3.70741 -0.67 0.67 1.11 -0.039
C 5.63172 -4.02491 -2.93608 0.27 0.43 -0.95 -0.160
N 5.06675 -5.19536 -2.28817 0.02 -2.39 2.93 -0.062
C 5.02716 -6.45189 -2.86070 -2.43 -1.12 1.91 0.022
C 4.34250 -7.28988 -1.93280 0.98 1.35 -0.51 0.042
N 4.14212 -6.56043 -0.75198 1.85 1.22 -2.47 -0.102
C 4.61343 -5.33152 -0.98134 0.63 1.06 -2.15 0.015
C 3.47729 -6.96203 0.46025 -0.34 0.33 0.60 0.020
H 7.78101 -4.59298 -3.03966 -0.27 -0.47 0.19 0.086
H 7.33089 -3.36378 -4.09281 -0.34 -0.12 -0.56 0.084
H 6.81735 -5.07279 -4.47739 0.20 0.31 -0.05 0.072
H 4.83057 -3.71539 -3.60723 0.26 0.11 -0.46 0.126
H 5.68266 -3.18466 -2.24363 0.35 -0.35 0.32 0.125
H 5.32732 -6.62969 -3.88280 -0.05 -0.13 0.23 0.132
H 3.93095 -8.28802 -1.95992 0.43 -0.03 -0.36 0.137
H 4.66272 -4.46718 -0.33568 -0.33 -0.34 0.31 0.164
H 3.58027 -6.14517 1.17456 -0.37 0.17 -0.20 0.102
H 3.95127 -7.79211 0.98410 -0.18 -0.37 -0.66 0.115
H 2.44110 -7.09547 0.14944 -0.04 -0.38 0.74 0.118
C -1.10233 -6.35856 4.98832 0.20 0.53 0.01 -0.041
C -0.99755 -4.82277 5.18802 0.82 -0.75 0.40 -0.168
N -2.29735 -4.19837 5.36555 -3.37 0.80 1.26 -0.057
C -3.20907 -3.90536 4.34988 0.02 0.20 -0.02 0.006
C -4.34317 -3.41223 4.90019 -0.91 0.06 1.24 -0.004
N -4.26408 -3.41840 6.29850 5.33 -2.46 -1.70 -0.076
C -2.95100 -3.94267 6.54287 -1.60 0.92 -1.25 0.063
C -5.16227 -2.78825 7.22608 -0.28 0.92 0.26 -0.002
H -1.52757 -6.75990 5.90821 -0.32 -0.16 -0.23 0.085
H -0.12607 -6.83600 4.90430 0.19 0.37 -0.01 0.080
H -1.65803 -6.66800 4.10315 -0.25 0.20 0.18 0.085
H -0.46014 -4.23230 4.44598 -0.20 -0.39 -0.41 0.128
H -0.42376 -4.66625 6.10145 -0.18 0.11 0.16 0.122
H -3.03484 -4.05258 3.29424 0.26 -0.09 0.11 0.151
H -5.28896 -3.09212 4.48858 0.26 -0.10 -0.50 0.147
H -2.47416 -4.09818 7.49934 -0.31 0.10 0.08 0.158
H -4.75281 -2.86170 8.23358 -0.26 -0.07 -0.11 0.109
H -6.19469 -3.13216 7.16331 0.28 -0.59 0.04 0.114
H -5.21149 -1.74282 6.92152 0.09 0.16 0.33 0.099
C -10.13131 3.29565 -0.46608 -0.02 -0.11 -0.11 -0.051
C -8.64577 3.53476 -0.19642 -0.36 0.03 -0.30 -0.161
N -7.74902 2.64765 -0.98019 1.61 -0.46 -2.27 -0.051
C -7.40567 1.36035 -0.59379 1.69 0.53 -0.88 0.017
C -6.37372 0.93284 -1.43387 -0.66 0.48 0.87 0.018
N -6.09084 1.95229 -2.32878 -2.24 1.05 -0.35 -0.081
C -7.00688 2.94550 -2.10939 0.14 -0.68 2.04 0.025
C -5.17489 1.92347 -3.49932 0.62 0.20 0.08 0.018
H -10.40019 2.24921 -0.32198 -0.01 0.04 0.07 0.086
H -10.43043 3.58480 -1.47356 0.30 -0.09 -0.13 0.087
H -10.75572 3.91091 0.18173 0.23 -0.08 0.25 0.091
H -8.36031 3.32805 0.83502 -0.25 0.11 0.05 0.123
H -8.39225 4.57214 -0.41476 0.19 -0.11 -0.07 0.125
H -7.76916 0.96812 0.34453 -0.12 -0.33 -0.35 0.143
H -5.79206 0.02298 -1.41882 -0.20 -0.04 0.00 0.145
H -7.04434 3.89049 -2.63091 -0.05 -0.17 -0.04 0.161
H -4.13919 1.95659 -3.16119 -0.08 -0.74 0.31 0.096
H -5.17317 2.81990 -4.11940 -1.00 0.24 0.33 0.097
H -5.37438 1.08940 -4.17210 -0.02 -0.12 0.44 0.109
C 6.29453 3.24411 4.13915 1.53 0.03 -0.83 0.007
N 6.71562 1.90964 3.58271 -0.52 -2.22 -0.78 -0.321
C 5.45571 0.98776 3.60822 1.45 0.92 -0.83 0.014
C 7.11490 2.06249 2.06377 -0.45 0.26 2.01 0.042
C 7.86424 1.08719 4.34846 -1.98 1.30 0.27 -0.057
C 9.15340 1.83411 4.59095 0.87 -0.90 0.50 -0.230
O 9.10754 2.95895 5.47208 -0.93 -0.52 -1.21 -0.034
H 5.59523 3.61345 3.38903 -0.26 0.21 0.53 0.101
H 7.19595 3.85604 4.10639 -0.14 0.21 0.13 0.101
H 5.94805 3.23792 5.17260 -0.18 -0.46 -0.27 0.120
H 4.70860 1.51881 3.01839 -0.27 0.00 0.51 0.099
H 5.19946 0.78248 4.64760 -0.15 0.02 -0.29 0.109
H 5.70123 0.10476 3.01821 0.03 -0.21 0.46 0.101
H 7.32050 1.06869 1.66604 0.32 0.22 0.16 0.105
H 7.95099 2.76157 2.08216 0.05 -0.31 -0.43 0.107
H 6.26443 2.48209 1.52641 0.06 0.09 0.17 0.100
H 7.95471 0.15434 3.79195 0.52 0.35 -0.38 0.135
H 7.35325 0.75587 5.25245 0.19 0.45 0.36 0.131
H 9.66533 1.95523 3.63631 -0.05 0.86 -0.20 0.125
H 9.79696 1.10303 5.08029 -0.05 -0.49 0.01 0.138
H 10.01945 3.16079 5.69409 0.15 0.18 0.18 0.109
C -1.28300 3.82754 2.68382 -1.23 -0.92 1.21 0.035
N -2.37439 3.60013 3.76004 0.99 1.04 0.43 -0.338
C -3.66642 4.19432 3.20636 1.39 -0.53 0.79 0.018
C -2.51860 2.10888 4.09106 0.01 1.39 -1.06 0.033
C -2.02659 4.41366 5.09300 -0.18 -0.11 -0.87 -0.058
C -0.89712 3.81209 5.89174 1.10 -0.11 1.13 -0.229
O 0.36491 3.87708 5.23907 -0.26 -0.46 -1.80 -0.064
H -1.72369 3.35407 1.80649 0.34 0.38 -0.28 0.104
H -0.39439 3.27313 2.98565 0.02 0.46 -0.03 0.094
H -1.16525 4.91025 2.63936 0.28 -0.28 -0.35 0.111
H -3.88050 3.73535 2.24115 -0.32 -0.39 0.40 0.105
H -3.46486 5.24284 2.98708 -0.29 0.07 0.48 0.110
H -4.33302 3.99582 4.04561 -0.78 0.42 -0.75 0.111
H -3.14779 2.02918 4.97755 0.40 -0.21 0.06 0.114
H -1.49389 1.73932 4.13003 -0.34 -0.30 0.55 0.108
H -3.02412 1.64443 3.24439 0.04 -0.02 0.03 0.110
H -2.96265 4.45031 5.65026 0.12 -0.47 0.26 0.136
H -1.85296 5.46475 4.86247 0.28 -0.15 -0.64 0.140
H -1.19442 2.81014 6.20127 0.26 -0.31 -0.14 0.114
H -0.60565 4.32848 6.80634 -1.65 0.48 0.39 0.144
H 1.08609 3.63305 5.82384 -0.22 -0.01 0.28 0.101
C -0.08301 -5.56264 -5.02294 -1.41 0.56 -1.16 0.035
N -0.81472 -4.74466 -6.07325 0.52 0.74 -2.45 -0.347
C -2.19001 -4.43462 -5.55789 0.30 -0.15 0.44 0.009
C -0.06925 -3.43768 -6.28438 -1.07 0.10 0.20 -0.007
C -0.88857 -5.44307 -7.52977 0.82 -1.00 1.63 -0.030
C -1.28161 -6.96149 -7.50198 -0.78 1.30 -1.16 -0.222
O -2.59248 -7.16297 -7.02887 0.39 -0.10 0.94 -0.043
H -0.74591 -6.42785 -5.03137 0.96 -0.60 0.66 0.104
H -0.16200 -5.00788 -4.08801 0.01 -0.13 -0.01 0.111
H 0.95944 -5.66145 -5.32564 -0.25 -0.47 -0.01 0.113
H -2.86999 -3.97254 -6.27356 0.52 0.01 -0.32 0.117
H -1.97703 -3.73349 -4.75095 -0.62 -0.20 0.28 0.108
H -2.64461 -5.37242 -5.23856 0.03 0.22 0.23 0.110
H 0.86479 -3.57865 -6.82826 -0.03 -0.15 0.41 0.107
H 0.00682 -2.96327 -5.30599 0.57 -0.17 0.02 0.104
H -0.70218 -2.74992 -6.84517 -0.04 -0.27 -0.31 0.108
H 0.11116 -5.36407 -7.95687 0.16 0.00 0.25 0.121
H -1.51947 -4.83087 -8.17419 -0.37 -0.05 0.45 0.135
H -0.57621 -7.63202 -7.01115 -0.14 0.34 0.46 0.127
H -1.24002 -7.26286 -8.54866 0.23 0.03 -0.26 0.131
H -3.25403 -6.87648 -7.66281 0.03 -0.07 -0.26 0.110
B -6.25938 -4.69488 -0.12887 -0.93 -1.55 -0.37 -1.521
F -7.06761 -5.71424 0.36528 -0.59 -0.64 -0.24 0.108
F -4.98235 -5.10082 -0.14203 3.42 -1.15 0.69 0.140
F -6.49219 -4.28025 -1.39735 -1.35 0.38 -2.80 0.128
F -6.44067 -3.63124 0.64550 -0.25 3.36 2.86 0.146
```
Positions in Å, forces in eV/Å.

Computed properties:
- Total charge: +5
- E_HOMO: -15.47 eV
- ΔE to the lowest compared entry with this formula, charge and spin: 75.5 kcal per mole
- Kohn-Sham gap: 7.281 eV
- Lowest unoccupied orbital energy: -8.184 eV
- Largest force on an atom: 0.1188 hartree/bohr

Formula: C4H7Cl3N3
Source: OMol25
Level of theory: the ωB97M-V functional and the def2-TZVPD basis

```
17
Properties=species:S:1:pos:R:3:forces:R:3:lowdin_charge:R:1
C -1.16794 1.05400 -0.68249 2.06 1.29 -3.75 -0.180
C 0.92589 0.35119 0.63409 -1.52 -0.77 -1.05 -0.257
C -1.45951 -1.11865 0.50630 -0.93 0.87 2.48 -0.033
C 2.13268 -0.18246 -0.17032 -0.12 -1.05 1.64 -1.574
N -0.33104 2.07931 -0.03956 -0.01 1.39 0.95 0.095
N 0.65497 1.69548 0.56632 -0.42 -0.18 -0.62 0.068
N -0.62469 -0.22427 -0.40202 0.54 -2.89 1.93 -0.070
Cl 2.28792 0.52836 -1.73715 0.10 0.39 -0.01 0.719
Cl 3.52999 -0.05331 0.92124 -0.04 0.69 -0.42 0.670
Cl 1.87781 -1.94765 -0.32450 -0.25 -0.10 -0.24 0.649
H -2.21120 1.29618 -0.55464 -0.26 -0.47 0.55 0.141
H -0.90569 1.36287 -1.78700 -0.78 -0.81 1.70 0.181
H 0.69058 -0.05929 1.63410 0.65 -0.16 -0.62 0.151
H -0.90652 -1.62725 1.33681 0.30 0.17 -1.34 0.095
H -2.10897 -0.46517 1.15695 0.52 -0.17 -0.99 0.113
H -2.17382 -1.84456 0.08791 0.75 0.41 -0.73 0.106
H -0.21046 -0.84477 -1.14605 -0.60 1.38 0.52 0.126
```
Positions in Å, forces in eV/Å.

Computed properties:
- Total charge: +1
- E_HOMO: -14.87 eV
- ΔE to the lowest compared entry with this formula, charge and spin: 14.5 kcal per mole
- Kohn-Sham gap: 10.476 eV
- Lowest unoccupied orbital energy: -4.391 eV
- Largest force on an atom: 0.0869 hartree/bohr